C33H75GeN3O7P2SSeSiSnTe as an isolated structure at a distorted geometry, computed with the ωB97M-V functional and the def2-TZVPD basis.

```
126
Properties=species:S:1:pos:R:3:mulliken_charge:R:1
Sn -1.035 -0.624 -0.279 1.292
C -1.634 1.442 -7.051 -1.206
Ge -1.819 0.561 -5.310 0.634
C -1.314 -1.341 -5.389 -0.934
C -3.589 0.687 -4.463 -0.993
C -0.512 1.538 -4.135 -0.897
Se -0.722 1.392 -2.169 0.387
C -2.042 2.814 -1.963 -0.840
H -2.225 0.934 -7.812 0.394
H -0.590 1.431 -7.364 0.375
H -1.969 2.478 -6.997 0.370
H -1.963 -1.839 -6.111 0.530
H -1.453 -1.822 -4.419 -0.091
H -0.282 -1.478 -5.712 0.315
H -4.289 0.010 -4.952 0.434
H -3.999 1.694 -4.533 0.325
H -3.510 0.405 -3.410 0.053
H -0.549 2.610 -4.327 0.690
H 0.502 1.201 -4.347 0.047
H -2.910 2.597 -2.578 0.239
H -1.581 3.754 -2.254 0.502
H -2.330 2.830 -0.917 0.086
O 0.806 -1.892 -0.383 -0.655
P 1.748 -2.702 -1.258 -1.088
N 2.585 -1.749 -2.341 0.454
C 1.904 -1.369 -3.586 0.433
C 2.952 -0.475 -4.236 -0.926
C 3.514 0.337 -3.050 -0.753
C 3.120 -0.479 -1.802 -0.116
N 0.818 -3.797 -2.058 0.461
C 1.398 -4.726 -3.055 -0.456
C 0.293 -4.882 -4.096 -0.640
C -0.979 -4.740 -3.254 -0.666
C -0.622 -3.628 -2.273 0.587
N 2.906 -3.407 -0.361 0.439
C 2.498 -4.264 0.774 -0.334
C 3.729 -5.127 1.053 -0.660
C 4.421 -5.224 -0.309 -0.730
C 4.226 -3.826 -0.886 -0.419
H 0.989 -0.792 -3.362 -0.362
H 1.638 -2.237 -4.186 -0.099
H 2.553 0.140 -5.041 0.378
H 3.735 -1.111 -4.647 0.422
H 3.064 1.329 -3.001 0.272
H 4.591 0.455 -3.134 0.329
H 2.332 0.051 -1.250 -0.340
H 3.945 -0.670 -1.117 0.614
H 1.615 -5.687 -2.580 0.369
H 2.329 -4.330 -3.466 0.348
H 0.353 -5.838 -4.611 0.451
H 0.342 -4.084 -4.840 0.140
H -1.171 -5.667 -2.711 0.360
H -1.856 -4.498 -3.850 0.410
H -1.173 -3.702 -1.332 0.167
H -0.848 -2.642 -2.712 -0.708
H 1.638 -4.883 0.498 0.379
H 2.214 -3.651 1.630 -0.068
H 3.457 -6.100 1.455 0.373
H 4.385 -4.629 1.768 0.336
H 3.932 -5.973 -0.936 0.259
H 5.474 -5.482 -0.225 0.421
H 4.249 -3.794 -1.973 0.317
H 4.995 -3.150 -0.503 0.386
C -1.093 5.704 3.485 -1.649
C -0.715 4.415 4.199 1.608
C -1.947 3.559 4.450 -1.315
C 0.028 4.687 5.499 -1.635
O 0.209 3.731 3.311 0.592
Si 0.782 2.289 2.979 -1.704
S -0.708 1.494 1.444 0.297
O 0.649 1.146 4.110 0.182
C 1.636 0.259 4.725 1.645
C 2.070 -0.760 3.675 -1.342
C 2.827 1.059 5.236 -1.645
C 0.916 -0.414 5.883 -1.663
O 2.207 2.306 2.269 0.840
C 2.842 3.180 1.291 1.691
C 4.066 2.418 0.808 -1.595
C 3.224 4.482 1.979 -1.768
C 1.873 3.430 0.142 -1.099
H -1.782 6.283 4.100 0.468
H -1.575 5.477 2.533 0.318
H -0.205 6.306 3.293 0.335
H -2.639 4.099 5.095 0.549
H -1.670 2.627 4.944 0.146
H -2.458 3.337 3.510 0.245
H -0.619 5.217 6.198 0.481
H 0.912 5.295 5.307 0.351
H 0.343 3.746 5.953 0.226
H 2.581 -0.255 2.853 0.101
H 1.199 -1.288 3.277 0.194
H 2.746 -1.492 4.116 0.714
H 3.318 1.594 4.424 0.194
H 3.543 0.372 5.684 0.530
H 2.515 1.777 5.996 0.376
H 0.017 -0.927 5.536 0.230
H 0.628 0.323 6.633 0.392
H 1.576 -1.145 6.349 0.456
H 4.731 2.200 1.644 0.384
H 4.610 3.013 0.074 0.482
H 3.761 1.477 0.347 0.126
H 3.917 4.293 2.799 0.380
H 2.334 4.969 2.378 0.148
H 3.702 5.151 1.263 0.491
H 1.545 2.478 -0.282 -0.062
H 2.361 4.011 -0.640 0.640
H 0.997 3.982 0.495 0.167
C -7.081 1.457 2.720 -1.286
C -5.749 0.763 2.888 -0.160
O -4.913 1.099 1.741 -0.178
P -3.715 0.197 1.280 0.159
O -3.197 0.702 -0.026 -0.423
Te -1.878 -0.020 2.861 -0.261
O -4.238 -1.308 1.181 -0.049
C -5.207 -1.593 0.118 0.049
C -5.778 -2.971 0.346 -1.316
H -7.695 1.279 3.601 0.418
H -7.609 1.080 1.844 0.313
H -6.928 2.528 2.603 0.303
H -5.866 -0.321 2.936 0.315
H -5.239 1.109 3.788 0.310
H -4.685 -1.529 -0.839 0.133
H -5.981 -0.823 0.127 0.351
H -5.013 -3.735 0.212 0.299
H -6.587 -3.145 -0.363 0.406
H -6.183 -3.053 1.354 0.316
```

Properties
energy relative to the best compared isomer or geometry (same formula, charge and spin) = 134.0 kJ/mol
spin multiplicity = 1
net charge = +2

A 10-piece molecular cluster, C33H75N3O18 overall at a distorted geometry, computed with the ωB97M-V functional and the def2-TZVPD basis.

```
129
Properties=species:S:1:pos:R:3:mulliken_charge:R:1
C -21.289 2.918 -15.417 -0.679
N -20.554 1.810 -14.733 0.828
O -19.696 1.242 -15.374 -0.532
O -20.763 1.641 -13.546 -0.406
H -20.574 3.729 -15.495 0.323
H -22.136 3.175 -14.790 0.105
H -21.656 2.547 -16.368 0.324
C -24.133 1.898 -11.655 -0.207
N -24.150 0.716 -10.726 0.953
O -24.918 0.809 -9.788 -0.502
O -23.685 -0.314 -11.161 -0.381
H -24.638 1.549 -12.549 0.164
H -23.098 2.125 -11.889 -0.142
H -24.657 2.697 -11.151 -0.058
C -25.765 3.304 -16.372 -0.802
N -24.842 3.108 -15.244 1.021
O -24.407 4.123 -14.720 -0.580
O -24.517 1.996 -14.899 -0.488
H -26.788 3.255 -15.998 0.176
H -25.641 2.478 -17.067 0.311
H -25.605 4.276 -16.821 0.351
C -25.530 -4.739 -15.231 -0.366
C -26.143 -3.617 -14.676 -0.460
C -25.390 -2.730 -13.937 0.027
C -24.050 -2.990 -13.614 -0.574
C -23.479 -4.128 -14.154 -0.194
C -24.193 -4.998 -14.973 -0.590
H -26.099 -5.420 -15.852 0.344
H -27.204 -3.447 -14.808 0.377
H -25.863 -1.917 -13.391 0.193
H -23.531 -2.291 -12.975 0.424
H -22.428 -4.307 -13.943 0.440
H -23.725 -5.894 -15.356 0.384
C -26.169 9.330 -7.565 -0.786
O -26.692 8.494 -8.570 -0.283
C -26.380 8.935 -9.858 -0.553
C -26.963 7.999 -10.870 -0.633
O -26.251 6.773 -10.843 -0.157
C -26.932 5.732 -11.477 -0.743
H -25.078 9.277 -7.547 0.302
H -26.546 8.959 -6.612 0.252
H -26.543 10.354 -7.674 0.323
H -25.299 9.035 -10.032 0.323
H -26.790 9.940 -10.057 0.446
H -26.852 8.399 -11.887 0.344
H -28.028 7.806 -10.701 0.353
H -27.164 5.978 -12.529 0.440
H -27.925 5.542 -11.038 0.394
H -26.322 4.834 -11.447 0.003
C -30.343 -1.310 -7.229 -0.536
O -31.395 -0.905 -8.100 -0.397
C -31.401 0.479 -8.359 -0.742
C -30.125 1.034 -8.956 -0.350
O -29.250 1.437 -7.927 -0.410
C -28.023 1.891 -8.432 -0.372
H -30.497 -2.369 -7.038 0.269
H -30.428 -0.734 -6.302 0.281
H -29.343 -1.166 -7.642 0.175
H -31.710 1.048 -7.471 0.347
H -32.214 0.648 -9.070 0.348
H -30.394 1.862 -9.624 0.401
H -29.619 0.243 -9.526 0.346
H -27.357 2.100 -7.598 0.118
H -28.157 2.778 -9.063 0.282
H -27.527 1.130 -9.051 0.213
C -20.958 -1.903 -11.721 -0.812
O -20.284 -2.587 -12.760 -0.437
C -19.511 -1.746 -13.564 -0.405
C -18.383 -1.027 -12.856 -0.236
O -17.408 -1.974 -12.450 -0.342
C -16.220 -1.380 -12.004 -0.762
H -21.727 -2.554 -11.312 0.196
H -21.438 -0.989 -12.084 0.365
H -20.243 -1.648 -10.934 0.454
H -20.086 -0.974 -14.098 0.190
H -19.077 -2.313 -14.392 0.364
H -18.733 -0.502 -11.956 0.107
H -17.938 -0.278 -13.523 0.501
H -15.509 -2.180 -11.801 0.254
H -16.404 -0.805 -11.086 0.290
H -15.743 -0.723 -12.743 0.296
C -28.573 2.573 -12.988 -0.579
O -27.316 2.077 -13.375 0.217
C -27.294 0.703 -13.729 -0.342
C -28.363 0.214 -14.680 -0.588
O -28.248 0.890 -15.904 -0.246
C -29.449 0.941 -16.644 -0.832
H -28.983 2.005 -12.140 0.341
H -29.319 2.540 -13.788 0.223
H -28.419 3.597 -12.656 -0.089
H -27.197 0.078 -12.836 0.221
H -26.372 0.632 -14.315 0.160
H -29.354 0.290 -14.210 0.479
H -28.214 -0.870 -14.788 0.233
H -30.081 0.058 -16.496 0.335
H -29.206 0.943 -17.707 0.266
H -30.040 1.825 -16.386 0.292
C -25.345 0.345 -5.210 -0.578
O -25.149 -0.746 -6.067 -0.444
C -24.000 -0.629 -6.850 0.199
C -23.801 -1.778 -7.805 -0.144
O -23.220 -2.864 -7.106 -0.396
C -23.214 -4.068 -7.832 -0.613
H -26.003 0.045 -4.394 0.285
H -25.799 1.189 -5.739 0.085
H -24.408 0.653 -4.726 0.327
H -23.111 -0.635 -6.196 0.443
H -23.912 0.287 -7.447 -0.385
H -23.141 -1.433 -8.610 0.059
H -24.751 -2.142 -8.216 0.386
H -22.627 -4.777 -7.255 0.271
H -22.741 -3.973 -8.818 0.164
H -24.246 -4.406 -7.984 0.300
C -20.976 2.142 -9.878 -0.730
O -22.217 2.661 -9.449 0.066
C -22.260 2.719 -8.036 -0.669
C -23.598 3.210 -7.539 0.126
O -23.851 4.589 -7.749 -0.533
C -24.267 4.886 -9.074 -0.259
H -20.954 2.056 -10.963 0.020
H -20.875 1.106 -9.516 0.324
H -20.140 2.726 -9.487 0.391
H -21.494 3.402 -7.644 0.387
H -22.040 1.715 -7.647 0.463
H -23.644 3.098 -6.452 0.377
H -24.430 2.602 -7.919 -0.263
H -23.471 4.634 -9.778 0.293
H -24.360 5.968 -9.137 0.239
H -25.204 4.395 -9.343 -0.084
```

Properties
SMILES = C[N+](=O)[O-].C[N+](=O)[O-].C[N+](=O)[O-].c1ccccc1.COCCOC.COCCOC.COCCOC.COCCOC.COCCOC.COCCOC
energy relative to the best compared isomer or geometry (same formula, charge and spin) = 0.0 kJ/mol
spin multiplicity = 1
net charge = 0

A 12-piece molecular cluster, C33H75N9O9 overall at a distorted geometry, computed with the ωB97M-V functional and the def2-TZVPD basis.

```
126
Properties=species:S:1:pos:R:3:mulliken_charge:R:1
C 4.557 -2.494 1.731 -0.750
N 3.932 -3.685 2.250 0.147
C 3.926 -3.900 3.639 -0.818
C 3.367 -4.657 1.481 0.230
O 2.900 -5.644 2.014 -0.610
H 4.806 -2.809 0.731 0.488
H 5.482 -2.265 2.271 0.322
H 3.910 -1.564 1.832 -0.008
H 3.805 -4.992 3.836 0.355
H 4.867 -3.621 4.195 0.299
H 3.130 -3.360 4.087 0.127
H 3.258 -4.399 0.427 0.232
C -3.619 2.037 -9.127 -0.890
N -3.216 3.363 -9.644 0.050
C -2.490 4.094 -8.699 -0.912
C -3.314 3.680 -10.952 0.178
O -3.772 2.963 -11.824 -0.580
H -2.719 1.403 -8.858 0.307
H -3.985 1.423 -9.931 0.321
H -4.242 2.144 -8.212 0.268
H -3.103 4.355 -7.860 0.306
H -1.592 3.556 -8.409 0.326
H -2.245 5.100 -9.081 0.310
H -2.855 4.623 -11.149 0.314
C 2.374 0.128 6.536 -0.746
N 3.453 -0.648 6.041 0.115
C 3.727 -1.823 6.877 -0.871
C 4.151 -0.387 4.930 0.596
O 5.069 -1.005 4.497 -0.587
H 2.221 0.964 5.837 0.072
H 2.583 0.636 7.529 0.310
H 1.440 -0.425 6.581 0.279
H 2.812 -2.438 7.059 0.249
H 4.514 -2.304 6.323 0.273
H 4.011 -1.520 7.952 0.284
H 3.763 0.559 4.465 0.001
C -0.285 -4.495 2.687 -0.864
N 0.092 -3.284 3.396 0.680
C 0.075 -3.239 4.791 -0.963
C 0.601 -2.250 2.695 -0.237
O 0.952 -1.157 3.125 -0.611
H -1.271 -4.357 2.244 0.180
H -0.343 -5.389 3.318 0.381
H 0.532 -4.670 1.947 0.246
H -0.916 -3.655 5.185 0.401
H 0.888 -3.872 5.249 0.291
H 0.104 -2.212 5.080 0.115
H 0.589 -2.511 1.577 0.239
C -0.480 4.398 -3.495 -1.056
N 0.516 4.411 -2.390 0.182
C 1.769 5.144 -2.661 -0.908
C 0.195 3.784 -1.208 0.058
O 0.921 3.724 -0.253 -0.586
H -0.597 5.430 -3.821 0.418
H -1.485 4.139 -3.192 0.309
H -0.128 3.790 -4.312 0.297
H 1.578 6.234 -2.840 0.293
H 2.446 5.018 -1.810 0.291
H 2.347 4.802 -3.576 0.290
H -0.829 3.369 -1.280 0.425
C 1.873 0.784 -0.213 -1.570
N 0.508 0.656 -0.711 1.364
C -0.597 0.856 0.250 -0.670
C 0.253 0.431 -2.036 -0.306
O -0.807 0.159 -2.594 -0.612
H 2.558 0.899 -1.049 0.407
H 2.184 -0.060 0.380 0.377
H 1.880 1.666 0.399 0.372
H -0.616 1.866 0.502 0.457
H -1.565 0.493 -0.097 -0.002
H -0.372 0.266 1.154 -0.164
H 1.236 0.443 -2.545 0.210
C -3.488 1.539 4.162 -1.255
C -3.609 0.018 3.991 0.465
C -4.026 -0.650 5.285 -0.418
C -3.771 -2.065 5.184 0.262
N -3.556 -3.203 4.971 -0.556
H -3.114 2.013 3.249 0.254
H -2.706 1.799 4.945 0.194
H -4.503 1.962 4.446 0.391
H -2.628 -0.310 3.575 -0.223
H -4.360 -0.188 3.230 0.181
H -5.085 -0.525 5.426 0.356
H -3.476 -0.185 6.097 0.329
C 0.866 -1.778 -4.828 -0.832
C 0.909 -3.208 -4.210 -0.600
C 0.830 -3.122 -2.672 0.557
C 2.162 -2.708 -2.162 0.153
N 3.118 -2.351 -1.669 -0.488
H 1.153 -1.743 -5.867 0.437
H 1.584 -1.193 -4.246 0.159
H -0.096 -1.302 -4.773 0.110
H 1.895 -3.636 -4.424 0.303
H 0.103 -3.873 -4.573 0.387
H 0.593 -4.113 -2.277 0.404
H 0.096 -2.421 -2.255 -0.545
C -3.838 -1.032 -2.092 -0.331
C -4.134 -2.335 -1.358 -0.771
C -3.789 -2.291 0.112 -0.263
C -2.335 -2.314 0.281 0.078
N -1.208 -2.432 0.137 -0.104
H -2.777 -0.744 -2.016 -0.246
H -4.484 -0.286 -1.604 0.297
H -3.993 -1.203 -3.180 0.386
H -3.510 -3.132 -1.814 0.334
H -5.162 -2.659 -1.476 0.413
H -4.244 -3.169 0.615 0.340
H -4.217 -1.384 0.671 0.054
C 4.656 2.945 1.838 -0.255
O 3.954 3.985 1.172 -0.535
H 4.902 3.376 2.808 0.275
H 4.026 2.047 2.070 -0.071
H 5.527 2.747 1.247 0.283
H 3.035 3.999 1.336 0.307
C -2.771 2.306 -4.268 -0.794
O -2.738 2.245 -2.847 -0.544
H -1.865 2.056 -4.796 0.365
H -3.600 1.727 -4.806 0.239
H -2.950 3.372 -4.505 0.377
H -2.049 1.576 -2.655 0.285
C 0.060 2.537 3.452 -0.948
O -0.685 1.312 3.655 0.059
H 0.690 2.654 2.592 0.245
H -0.608 3.387 3.449 0.348
H 0.615 2.718 4.336 0.390
H -0.110 0.541 3.770 0.040
```

Properties
SMILES = CN(C)C=O.CN(C)C=O.CN(C)C=O.CN(C)C=O.CN(C)C=O.CN(C)C=O.CCCC#N.CCCC#N.CCCC#N.CO.CO.CO
total energy = -67272.7285 eV
spin multiplicity = 1
net charge = 0